The following is a quantum chemistry calculation of a 9-piece molecular cluster, C35H44ClF8I3NO30P4S overall, from the OMol25 dataset.

```
127
Properties=species:S:1:pos:R:3:forces:R:3
C -5.4566 2.3487 1.8031 0.00 0.02 -0.22
C -5.3875 2.5201 0.3150 -0.04 0.12 0.13
I -7.2572 2.0659 -0.5250 0.22 0.06 0.06
C -4.3206 2.9453 -0.3857 -0.45 -0.70 -0.03
I -4.6320 3.2234 -2.4705 0.35 -0.02 0.22
C -2.9432 3.2886 0.2380 -1.04 1.15 -0.76
P -3.3737 4.9448 1.1485 -1.13 1.12 -0.33
O -4.2793 5.6767 0.2597 0.18 -0.22 -0.21
O -4.0980 4.7194 2.5320 0.53 -0.14 0.27
O -2.0613 5.7403 1.5565 0.30 -0.95 0.47
C -1.9688 3.7320 -0.9203 2.43 -0.13 0.99
Cl -1.9411 5.4148 -1.4630 -0.17 -0.18 -0.06
C -0.5176 3.3343 -0.4697 -1.34 -0.78 -0.54
P 0.4859 3.3242 -2.1172 0.00 0.97 -0.53
C 2.1963 3.5130 -1.5132 -0.09 -0.47 0.01
O 0.4675 1.7717 -2.7057 -0.20 -0.06 0.96
C -0.8689 1.9336 0.0480 1.54 1.21 0.22
P 0.8145 1.1605 0.3969 0.41 -0.59 -0.30
C 0.6770 -0.3603 1.4094 0.38 0.30 -0.04
O 1.5250 2.1954 1.4837 -0.26 -0.13 0.15
N -2.1770 2.0829 0.9529 1.26 -0.51 -1.35
C -2.7696 0.6939 0.8209 -0.16 -0.76 0.13
C -3.3168 -0.1540 1.9948 -0.51 0.24 0.56
O -4.4557 -0.4854 1.9986 -0.06 0.07 -0.30
I -2.1089 -1.0682 3.5199 0.10 0.08 -0.24
P -1.4449 2.4670 2.5905 -0.67 0.19 1.86
S -2.5903 2.5967 4.1060 0.06 -0.01 -0.29
H -6.0852 3.1349 2.2224 -0.07 -0.03 -0.03
H -4.4860 2.4341 2.2807 -0.03 -0.19 0.12
H -5.9363 1.4042 2.0354 0.06 -0.09 0.12
H -4.9564 5.1690 2.5011 0.02 0.01 -0.07
H -1.2604 5.5152 1.0681 -0.06 0.34 -0.20
H -2.0476 3.1339 -1.8230 -0.92 0.01 0.03
H -0.0315 4.0095 0.2329 0.02 -0.03 0.09
H 2.2925 3.4093 -0.4346 0.10 0.00 -0.02
H 2.8120 2.7549 -1.9993 0.04 0.03 0.02
H 2.5803 4.4841 -1.8148 -0.10 0.05 -0.05
H -0.4296 1.5609 -2.9963 0.21 -0.01 -0.50
H -1.1391 1.4378 -0.8862 -0.52 -0.56 0.40
H 0.6146 -0.1662 2.4820 -0.28 -0.13 -0.04
H -0.0975 -1.0361 1.0547 -0.05 0.00 0.10
H 1.6273 -0.8646 1.2287 0.01 -0.01 -0.02
H 1.8104 1.7309 2.2824 0.01 0.16 0.05
H -3.5693 0.6996 0.0822 -0.13 0.38 0.13
H -2.0051 0.0405 0.3993 0.19 0.18 0.12
H -0.5038 1.4535 2.7691 -0.10 -0.01 -0.66
H -0.7399 3.6341 2.2923 0.05 -0.19 -0.44
C 7.2070 5.4363 -0.5479 0.20 0.02 0.07
C 5.8832 5.3922 0.1824 -0.09 0.27 -0.14
O 4.9998 4.9078 -0.8191 0.25 -0.29 0.16
C 5.7437 4.1429 -1.6755 -0.02 0.02 -0.13
O 5.2849 3.3836 -2.4621 -0.01 0.02 0.01
O 7.0592 4.3618 -1.4838 -0.07 0.04 0.07
F 5.4722 6.6175 0.5778 -0.04 -0.03 -0.03
H 7.3317 6.3768 -1.0853 -0.11 0.04 0.04
H 8.0649 5.2681 0.0964 0.01 -0.17 -0.08
H 5.8594 4.7169 1.0396 -0.03 0.07 0.06
C 4.6696 -1.3790 -0.8284 0.25 0.32 0.22
C 4.5687 -2.2008 -2.0927 0.05 -0.19 0.28
O 3.3459 -2.9025 -1.8900 -0.17 0.31 -0.19
C 2.5710 -2.1557 -1.0758 0.06 -0.03 0.06
O 1.4077 -2.3320 -0.8898 -0.02 -0.02 0.03
O 3.2908 -1.1748 -0.4861 -0.02 -0.02 -0.29
F 5.5745 -3.0920 -2.1855 0.00 -0.07 -0.11
H 5.1448 -1.9372 -0.0245 0.11 -0.15 -0.13
H 5.1821 -0.4302 -0.9627 -0.22 0.10 -0.05
H 4.5043 -1.6215 -3.0147 0.06 -0.09 -0.05
C -9.5881 -1.3935 2.8728 0.04 -0.11 0.18
C -9.8580 0.0268 2.4276 0.06 -0.04 -0.19
O -10.5476 -0.1602 1.2124 -0.19 0.01 0.21
C -11.1911 -1.3693 1.2811 0.02 -0.12 -0.07
O -12.0427 -1.7215 0.5458 0.05 0.01 -0.04
O -10.7035 -2.0925 2.3229 0.03 0.13 -0.03
F -8.7122 0.7181 2.1792 -0.02 -0.06 0.10
H -8.6649 -1.7751 2.4322 0.04 0.11 -0.04
H -9.5519 -1.5115 3.9523 -0.16 -0.08 -0.02
H -10.4786 0.6059 3.1131 0.11 0.11 0.01
C 1.7773 -4.2126 1.8253 -0.07 -0.13 -0.17
C 3.1769 -3.9265 2.3251 -0.13 0.13 -0.03
O 2.9336 -3.1447 3.4770 -0.06 -0.30 0.15
C 1.7050 -3.4966 3.9662 -0.07 0.06 -0.17
O 1.2947 -3.2005 5.0343 -0.07 0.14 0.02
O 1.0242 -4.2182 3.0419 0.12 0.05 0.09
F 3.8851 -3.1751 1.4363 -0.02 -0.07 0.08
H 1.4151 -3.4116 1.1790 0.11 0.00 -0.01
H 1.6878 -5.1626 1.3058 -0.09 -0.07 0.17
H 3.7548 -4.8121 2.5918 0.17 0.08 -0.09
C 7.0130 -6.5269 -4.2081 -0.11 -0.14 -0.12
C 8.4763 -6.3321 -3.8740 -0.01 0.18 -0.10
O 8.4115 -5.5456 -2.6935 -0.02 -0.28 0.12
C 7.2389 -5.8294 -2.0752 -0.10 0.19 0.02
O 6.9734 -5.5364 -0.9547 0.01 -0.04 -0.02
O 6.4075 -6.4949 -2.9090 0.11 -0.01 -0.03
F 9.1322 -5.6437 -4.8328 -0.02 0.05 0.05
H 6.6317 -5.6992 -4.8070 0.11 0.05 -0.01
H 6.8024 -7.4674 -4.7088 -0.06 -0.06 0.17
H 9.0216 -7.2526 -3.6598 0.08 0.03 -0.07
C -5.3968 -3.1278 0.0366 -0.03 0.17 0.23
C -4.9615 -4.5699 0.1700 -0.22 -0.08 -0.15
O -4.8228 -4.9658 -1.1817 0.28 0.15 0.05
C -4.5127 -3.8556 -1.9108 -0.09 -0.03 -0.07
O -4.0820 -3.8590 -3.0100 -0.02 0.01 -0.01
O -4.7582 -2.7319 -1.1781 0.06 -0.08 0.07
F -5.9018 -5.3311 0.7723 0.01 -0.01 -0.06
H -6.4798 -3.0516 -0.0729 -0.02 -0.13 0.00
H -5.0706 -2.5059 0.8652 0.07 0.07 -0.11
H -4.0085 -4.7134 0.6836 -0.05 -0.07 0.08
C 5.6540 -9.1763 0.4614 -0.14 -0.05 -0.15
C 6.2934 -8.0328 1.2157 0.00 -0.10 0.11
O 7.3525 -8.6729 1.8986 0.06 0.07 -0.23
C 7.7226 -9.7589 1.1578 0.02 -0.12 0.06
O 8.7264 -10.3650 1.2988 -0.04 0.00 0.03
O 6.7731 -10.0320 0.2237 -0.01 0.11 0.05
F 5.4409 -7.4824 2.1237 0.01 0.00 0.03
H 4.9178 -9.6965 1.0765 0.02 0.07 0.09
H 5.1956 -8.8711 -0.4758 0.15 -0.07 -0.08
H 6.6949 -7.2460 0.5786 -0.10 0.16 0.10
C -3.0753 8.6898 -1.8683 0.08 -0.07 0.14
C -3.5887 8.6934 -3.2915 -0.19 0.09 0.07
O -3.7097 10.0733 -3.5652 0.28 -0.08 -0.07
C -2.7989 10.7338 -2.7890 -0.04 0.10 0.06
O -2.4630 11.8548 -2.9439 -0.05 -0.01 0.02
O -2.3275 9.9055 -1.8190 -0.05 -0.06 -0.09
F -4.8026 8.1027 -3.3996 -0.01 0.04 -0.01
H -3.8956 8.7309 -1.1503 -0.09 -0.06 -0.09
H -2.4399 7.8390 -1.6398 0.08 0.25 0.00
H -2.9117 8.2413 -4.0197 -0.08 -0.08 -0.03
```
Positions in Å, forces in eV/Å.

Its net charge is +1. For the HOMO-LUMO gap, the calculation gives 7.989 eV. The HOMO energy is -11.46 eV.